# C39H86N4O6

A 6-piece molecular cluster, C39H86N4O6 overall (wB97M-V/def2-TZVPD, the Open Molecules 2025 dataset).

Properties
HOMO level = -8.1 eV
Structure (SMILES) = CC1(C)CCCC(C)(C)N1O.CC1(C)CCCC(C)(C)N1O.CC1(C)CCCC(C)(C)N1O.CC1(C)CCCC(C)(C)N1O.CC(C)O.O
ΔE to the lowest compared entry with this formula, charge and spin = 103.7 kcal per mole
Spin multiplicity = 1
Frontier orbital gap = 8.35 eV
M = 707.1 g mol⁻¹
DFT total energy = -2207.6711 hartree

Geometry as XYZ:
```
135
Properties=species:S:1:pos:R:3:forces:R:3
O -2.00611 0.89950 0.33823 -0.251 0.051 -0.024
H -1.68298 -0.00070 0.30001 0.050 -0.229 -0.018
H -1.22343 1.42917 0.49021 0.251 0.200 0.058
C 3.89429 4.96557 -9.58062 -0.329 -1.184 0.936
C 4.14753 4.64764 -8.10175 2.116 0.482 1.380
C 4.51050 6.01828 -7.34934 -1.150 -0.363 0.925
C 4.59616 5.88790 -5.80988 -1.315 -1.917 -0.798
C 3.21592 5.26718 -5.40156 0.270 0.917 0.566
C 2.85547 3.82630 -5.95134 2.598 2.364 -0.289
N 3.04099 3.93578 -7.43239 -0.648 1.702 0.787
O 2.60760 2.76450 -8.06916 0.446 -0.332 -0.227
C 3.72880 2.79032 -5.28550 0.978 -0.011 -0.297
C 1.45084 3.57846 -5.59463 -1.155 0.520 -1.154
C 5.53346 3.86929 -8.06254 -1.300 0.457 -0.762
H 4.84810 5.39350 -9.88919 -0.529 0.413 -0.612
H 2.97192 5.52050 -9.75207 0.379 0.574 0.058
H 3.73285 4.01340 -10.08600 0.238 -0.042 -0.225
H 5.39636 6.51335 -7.74717 -0.003 -0.381 -0.397
H 3.67020 6.70704 -7.43653 -0.087 0.170 -0.612
H 4.82111 6.81599 -5.28438 -0.238 0.066 -0.187
H 5.32143 5.14468 -5.47865 0.462 0.172 -0.148
H 2.39625 5.95041 -5.62391 -0.047 0.115 -0.939
H 3.15640 5.40183 -4.32155 0.133 -1.168 0.481
H 3.96577 1.96896 -5.96175 -0.501 -0.307 0.137
H 4.70553 3.23464 -5.09398 0.035 -0.095 0.440
H 3.25333 2.46871 -4.35890 0.325 -0.246 -0.022
H 1.16455 2.63335 -6.05606 -0.359 -0.340 0.897
H 1.32920 3.73437 -4.52272 -0.275 -0.688 -0.081
H 0.86659 4.34190 -6.10836 -0.339 0.116 0.084
H 5.82681 3.60750 -7.04592 -0.007 -0.293 -0.284
H 6.27848 4.52336 -8.51557 0.177 0.023 0.223
H 5.41814 3.04796 -8.76980 0.265 -0.561 0.512
H 1.66588 2.93435 -8.14609 -0.139 -0.167 -0.388
C -4.39202 8.81471 5.60851 0.824 -1.319 0.168
C -4.58973 8.94333 4.09199 -1.634 0.331 -0.093
C -3.20185 9.23349 3.49833 -0.297 0.245 -1.006
C -3.00816 8.89436 2.02017 -0.046 0.183 0.106
C -3.58383 7.51960 1.70781 -0.519 1.077 0.416
C -5.13321 7.54891 2.00047 -0.261 -2.512 1.094
N -5.32816 7.70017 3.50300 3.791 1.242 -0.673
O -6.63075 7.54109 3.99768 0.096 0.382 -0.431
C -5.86371 8.43439 1.02621 -0.555 1.338 -0.431
C -5.61357 6.11142 1.69185 0.963 -0.742 -0.687
C -5.46344 10.18459 3.84899 -0.566 0.774 0.982
H -5.27218 8.48358 6.15967 -0.008 0.269 -0.062
H -3.85579 9.61398 6.12009 -0.819 1.003 -0.424
H -3.58271 8.10551 5.78218 -0.344 -1.004 -0.179
H -3.07253 10.31579 3.50235 -0.027 0.141 0.576
H -2.35853 8.83914 4.06526 -0.287 -0.436 0.206
H -1.93939 9.06348 1.88890 0.159 -0.633 -0.561
H -3.47087 9.64157 1.37544 -0.265 0.110 0.058
H -3.03853 6.80668 2.32627 -0.402 -0.370 -0.009
H -3.50541 7.25156 0.65419 0.237 -0.062 -0.002
H -6.75010 7.99371 0.56990 -0.233 -0.215 0.583
H -6.15627 9.38700 1.46784 0.023 -0.011 -0.210
H -5.26650 8.63293 0.13626 0.397 0.204 0.127
H -5.64722 5.94487 0.61518 -0.189 0.370 -0.285
H -4.82084 5.41077 1.95408 -0.177 -0.200 0.660
H -6.57677 5.75602 2.05795 0.037 0.488 0.334
H -6.50697 10.04333 4.13040 -0.135 -0.548 -0.279
H -5.45187 10.68131 2.87882 0.323 -0.353 -0.105
H -5.17871 10.92537 4.59616 0.393 0.321 -0.163
H -6.54025 6.63627 4.30543 -0.477 -0.075 0.288
C 1.02369 -8.51055 8.98825 -0.290 1.062 -1.069
C -0.35220 -8.11271 8.33785 -0.650 -1.389 0.315
C -1.17774 -7.24648 9.35130 -1.327 -0.981 -1.900
C -2.34864 -6.47453 8.64172 1.681 1.809 -0.980
C -1.82189 -5.63119 7.35773 -1.317 -0.712 2.489
C -1.11428 -6.45743 6.34247 0.408 -0.663 -0.583
N -0.13545 -7.32116 7.09390 0.445 0.519 0.058
O 0.67262 -8.02357 6.14786 -0.421 -0.220 0.332
C -2.14094 -7.31407 5.46333 1.423 0.413 0.450
C -0.25939 -5.44032 5.44328 -0.051 -0.647 0.724
C -1.14798 -9.48877 8.17592 -0.504 0.268 -0.312
H 1.73969 -8.73398 8.19736 -0.114 -0.358 -0.004
H 0.95619 -9.36469 9.66205 -0.171 0.209 -0.002
H 1.44203 -7.63405 9.48306 -0.022 -0.045 0.328
H -1.74825 -7.98408 9.91571 0.610 0.099 0.836
H -0.48607 -6.65730 9.95343 -0.458 0.292 -0.030
H -2.74332 -5.73660 9.34013 0.070 0.120 0.120
H -3.24090 -7.03332 8.35938 0.433 -0.680 -0.031
H -1.13757 -4.86686 7.72596 -0.091 0.098 0.082
H -2.71404 -5.16196 6.94302 0.164 0.211 -0.252
H -2.73764 -6.66562 4.82179 0.057 0.003 -0.002
H -1.55388 -8.00814 4.86189 0.006 0.164 -0.264
H -2.80004 -7.95775 6.04588 -0.009 0.335 0.358
H 0.47289 -5.99069 4.85256 -0.613 0.112 -0.709
H -0.85828 -4.68517 4.93419 -0.487 -0.789 -0.756
H 0.37228 -4.72546 5.97061 0.076 -0.467 1.162
H -0.74479 -10.25733 7.51648 0.391 0.500 -0.433
H -2.18859 -9.33502 7.89026 -0.028 0.354 -0.503
H -1.30742 -10.05691 9.09238 0.588 0.449 0.616
H 1.47774 -7.50076 6.14092 0.201 -0.063 -0.042
C 0.20239 -8.22237 -2.88337 1.432 -0.393 0.765
C 0.27105 -7.26233 -4.06080 0.372 0.926 0.117
C -0.49610 -5.96504 -3.55692 0.266 0.258 0.593
C -0.26224 -4.65594 -4.32478 0.569 -2.427 -1.592
C 1.27890 -4.53660 -4.50172 -1.283 1.137 -0.470
C 2.09835 -5.70503 -5.12570 -0.746 1.100 1.261
N 1.72328 -6.89311 -4.26254 -0.598 1.547 -0.181
O 2.55614 -7.99954 -4.54050 -0.274 -0.157 -0.361
C 1.96706 -5.72937 -6.65775 -0.185 -1.053 -0.990
C 3.56891 -5.34079 -4.80205 -0.822 -0.721 -0.255
C -0.35555 -7.87646 -5.30956 -0.074 0.793 -0.185
H -0.75367 -8.65349 -2.58642 -0.195 0.314 -0.478
H 0.62890 -7.71797 -2.01633 -0.283 0.269 0.192
H 0.92082 -9.03499 -2.99116 -0.241 -0.308 -0.487
H -1.53217 -6.27158 -3.41308 -0.257 0.172 -0.393
H -0.17896 -5.69996 -2.54833 0.376 -0.616 0.292
H -0.73107 -3.73322 -3.98290 0.177 -0.257 0.597
H -0.71600 -4.84578 -5.29749 0.053 0.343 -0.491
H 1.66149 -4.22422 -3.53005 0.384 -0.253 0.029
H 1.34559 -3.67326 -5.16377 0.690 0.159 -0.094
H 1.08480 -5.31532 -7.14588 -0.581 -0.120 0.683
H 2.74024 -5.22618 -7.23835 0.540 0.336 0.712
H 2.06790 -6.74885 -7.03003 -0.188 -0.272 0.135
H 4.20679 -6.10653 -5.24348 0.272 0.014 0.244
H 3.82083 -4.39192 -5.27563 -0.040 0.041 0.223
H 3.62672 -5.29697 -3.71447 0.509 0.052 -0.052
H 0.26472 -8.66449 -5.73661 -0.135 -0.202 0.282
H -0.44400 -7.11283 -6.08230 -0.028 0.078 -0.116
H -1.37034 -8.20342 -5.08284 0.073 -0.326 -0.064
H 3.29094 -7.78758 -3.96021 0.219 -0.430 0.085
C 1.73681 2.13351 3.81202 -0.640 -0.399 0.443
C 2.66787 2.27911 2.71397 0.027 -0.862 -4.023
C 3.34314 0.96207 2.21358 1.645 0.671 1.723
O 1.90341 2.70103 1.54372 0.065 0.569 -0.008
H 1.29129 3.12077 3.93418 0.023 -0.117 0.892
H 2.34487 1.71326 4.61312 -0.738 0.261 0.716
H 0.93779 1.47250 3.47628 0.006 -0.260 0.395
H 3.34924 3.10439 2.92071 0.717 -0.494 0.077
H 3.75746 0.53270 3.12577 0.169 -0.437 0.130
H 4.23568 1.17604 1.62562 -0.131 0.282 -0.221
H 2.84981 0.13538 1.70241 -0.968 0.692 0.076
H 2.04117 3.64740 1.45997 -0.228 0.073 -0.220
```
Positions in Å, forces in eV/Å.

Here are the Löwdin charges for atoms 1 to 99, given in e: number 1, O, carries -0.053; number 2, H, carries 0.027; number 3, H, carries 0.021; number 4, C, carries -0.040; number 5, C, carries -0.465; number 6, C, carries -0.132; number 7, C, carries -0.166; number 8, C, carries -0.135; number 9, C, carries -0.532; number 10, N, carries -0.106; number 11, O, carries -0.012; number 12, C, carries -0.027; number 13, C, carries -0.058; number 14, C, carries -0.028; number 15, H, carries 0.083; number 16, H, carries 0.087; number 17, H, carries 0.074; number 18, H, carries 0.110; number 19, H, carries 0.107; number 20, H, carries 0.108; number 21, H, carries 0.084; number 22, H, carries 0.106; number 23, H, carries 0.111; number 24, H, carries 0.088; number 25, H, carries 0.063; number 26, H, carries 0.087; number 27, H, carries 0.091; number 28, H, carries 0.100; number 29, H, carries 0.091; number 30, H, carries 0.065; number 31, H, carries 0.072; number 32, H, carries 0.078; number 33, H, carries 0.096; number 34, C, carries -0.053; number 35, C, carries -0.450; number 36, C, carries -0.149; number 37, C, carries -0.191; number 38, C, carries -0.129; number 39, C, carries -0.474; number 40, N, carries -0.097; number 41, O, carries -0.021; number 42, C, carries -0.040; number 43, C, carries -0.058; number 44, C, carries -0.059; number 45, H, carries 0.082; number 46, H, carries 0.085; number 47, H, carries 0.072; number 48, H, carries 0.117; number 49, H, carries 0.114; number 50, H, carries 0.109; number 51, H, carries 0.104; number 52, H, carries 0.119; number 53, H, carries 0.117; number 54, H, carries 0.082; number 55, H, carries 0.066; number 56, H, carries 0.086; number 57, H, carries 0.080; number 58, H, carries 0.076; number 59, H, carries 0.081; number 60, H, carries 0.081; number 61, H, carries 0.073; number 62, H, carries 0.078; number 63, H, carries 0.100; number 64, C, carries -0.031; number 65, C, carries -0.448; number 66, C, carries -0.117; number 67, C, carries -0.134; number 68, C, carries -0.147; number 69, C, carries -0.465; number 70, N, carries -0.091; number 71, O, carries -0.043; number 72, C, carries -0.010; number 73, C, carries -0.028; number 74, C, carries -0.047; number 75, H, carries 0.067; number 76, H, carries 0.081; number 77, H, carries 0.071; number 78, H, carries 0.102; number 79, H, carries 0.109; number 80, H, carries 0.093; number 81, H, carries 0.095; number 82, H, carries 0.110; number 83, H, carries 0.114; number 84, H, carries 0.075; number 85, H, carries 0.071; number 86, H, carries 0.061; number 87, H, carries 0.066; number 88, H, carries 0.079; number 89, H, carries 0.070; number 90, H, carries 0.076; number 91, H, carries 0.059; number 92, H, carries 0.069; number 93, H, carries 0.092; number 94, C, carries -0.056; number 95, C, carries -0.481; number 96, C, carries -0.138; number 97, C, carries -0.171; number 98, C, carries -0.146; number 99, C, carries -0.472